Entry 1:
{
  "formula": "C7H11N",
  "method": "the ωB97M-V functional and the def2-TZVPD basis",
  "smiles": "CC1=CC=C[C@]1(C)N",
  "lumo_energy_ev": 0.65,
  "relative_energy_kcal_mol": 122.50,
  "largest_force_ev_per_a": 5.1,
  "gap_ha": 0.31275,
  "charge": 0,
  "e_tot_ha": -327.89277,
  "species": ["N", "C", "C", "C", "C", "C", "C", "C", "H", "H", "H", "H", "H", "H", "H", "H", "H", "H", "H"],
  "xyz": [[-0.540230, -1.320402, 1.200960], [0.211099, -1.481698, -1.082397], [-1.788076, -0.028507, -0.103872], [-1.864600, 1.338847, -0.097376], [-0.306363, -0.457866, 0.033967], [2.037216, 0.878744, 0.236788], [-0.486924, 1.828548, 0.002193], [0.547480, 0.811051, 0.051239], [1.207361, -2.065923, -0.534726], [2.376455, 1.896996, 0.419023], [-2.550572, -0.968433, -0.199140], [0.236244, -2.105390, 1.687875], [0.791449, -1.034148, -2.135746], [2.356696, 0.174296, 1.040928], [2.821266, 0.484502, -0.647781], [-0.279642, 2.889075, -0.029891], [-0.894295, -2.069329, -1.282915], [-2.727707, 2.009209, -0.353174], [-1.146857, -0.779564, 1.794041]],
  "atomic_forces_ev_per_a": [[2.924, -2.705, 1.637], [0.603, -0.364, -0.902], [-0.772, -0.533, -1.470], [-0.096, -1.669, -0.827], [0.459, -1.979, -0.836], [1.811, -1.393, -1.532], [3.769, -1.466, -0.134], [-4.289, 2.254, 0.373], [-3.333, 1.064, -1.549], [-0.070, -0.087, 0.291], [1.666, 2.960, 0.235], [-2.774, 3.806, -1.958], [-2.297, -1.008, 3.075], [-0.363, 0.770, -0.128], [-2.618, 0.937, 1.624], [0.155, 0.114, 0.053], [3.962, 0.785, 0.129], [0.874, -0.903, 0.751], [0.392, -0.582, 1.168]],
  "mulliken_charge": [-0.5857, -0.9721, -0.7970, -0.4081, 1.3205, -1.2581, -0.3807, -0.0371, 0.2604, 0.3683, 0.2214, 0.2484, 0.2253, 0.2883, 0.2128, 0.4330, 0.2251, 0.3635, 0.2718]
}


Entry 2:
{
  "formula": "C7H11N",
  "method": "the ωB97M-V functional and the def2-TZVPD basis",
  "lumo_energy_ev": 0.92,
  "relative_energy_kcal_mol": 204.96,
  "largest_force_ev_per_a": 7.8,
  "gap_ha": 0.32275,
  "charge": 0,
  "e_tot_ha": -327.76136,
  "species": ["N", "C", "C", "C", "C", "C", "C", "C", "H", "H", "H", "H", "H", "H", "H", "H", "H", "H", "H"],
  "xyz": [[0.762622, 2.213156, 0.037363], [-0.978860, 0.211285, 0.431355], [-0.161477, -1.061262, 0.630045], [2.213958, -1.091172, -0.527825], [1.236782, 0.875699, 0.701892], [1.283024, -0.509610, 0.395054], [-2.310487, -0.128646, -0.295073], [-0.004980, 1.145804, -0.325100], [1.212161, 2.683658, -0.690907], [1.987422, -2.045132, -0.672546], [-1.183022, 0.813555, 1.316888], [3.049559, -0.397793, -0.972823], [0.384510, 0.666185, -1.324288], [-0.087682, -1.486690, 1.628541], [-2.780162, -0.785680, 0.434394], [-0.269004, -1.882807, -0.201338], [0.708820, 1.003196, 1.761670], [-2.072528, -1.072730, -1.235701], [-2.990650, 0.848992, -1.091603]],
  "atomic_forces_ev_per_a": [[-0.160, -0.580, 2.783], [-1.983, 1.862, -1.922], [2.532, -1.430, -0.887], [-1.000, 6.730, 3.726], [-2.517, 4.270, 2.485], [3.770, -2.585, -5.181], [0.216, -0.956, -4.798], [1.169, -3.475, -1.792], [1.203, 0.323, -1.374], [-0.154, -4.059, -1.651], [-0.399, -0.656, 0.406], [-1.535, -2.045, 1.080], [-1.440, 0.884, 1.552], [-1.012, -0.217, 0.081], [-1.398, 0.622, -0.224], [-0.438, 1.498, 1.871], [1.577, -0.161, -2.092], [-0.488, 3.121, 2.615], [2.057, -3.144, 3.322]],
  "mulliken_charge": [-0.4428, 0.1995, -0.5355, -1.0094, -0.3634, 0.2179, -1.1245, -0.1434, 0.2527, 0.4113, 0.3541, 0.2364, 0.2700, 0.2652, 0.3698, 0.2839, 0.2729, 0.2213, 0.2641]
}


Entry 3:
{
  "formula": "C7H11N",
  "method": "the ωB97M-V functional and the def2-TZVPD basis",
  "smiles": "C1=C[C@@H]2CNC[C@H]2C1",
  "lumo_energy_ev": 1.10,
  "relative_energy_kcal_mol": 77.54,
  "largest_force_ev_per_a": 6.1,
  "gap_ha": 0.35866,
  "charge": 0,
  "e_tot_ha": -327.96441,
  "species": ["N", "C", "C", "C", "C", "C", "C", "C", "H", "H", "H", "H", "H", "H", "H", "H", "H", "H", "H"],
  "xyz": [[-1.070766, 1.219011, -1.574171], [0.377660, 0.616309, 0.211911], [0.745635, 0.122546, 1.671384], [1.137344, -1.366237, 1.452344], [-0.234536, -0.647188, -0.375572], [-0.617029, 1.550147, -0.258258], [0.457603, -1.817724, 0.326087], [-0.642417, -0.259749, -1.710469], [0.233435, -2.832954, -0.069807], [0.226573, -0.137641, -2.398167], [-1.451257, 1.368247, 0.456384], [-0.457749, 1.714094, -2.275087], [1.724561, -2.163631, 2.035957], [-1.198899, -0.783232, 0.230896], [-0.432125, 2.684677, -0.006387], [-1.374810, -0.870548, -2.201550], [1.387811, 0.765851, -0.260278], [-0.269409, 0.118228, 2.301993], [1.458374, 0.719797, 2.442790]],
  "atomic_forces_ev_per_a": [[1.204, -0.487, -1.698], [3.764, -2.271, 0.813], [-0.822, 0.804, 2.823], [-1.325, -2.001, -2.238], [-1.011, -1.392, 4.041], [-2.141, 4.435, 3.573], [1.386, 0.902, -0.064], [1.148, 1.483, -2.861], [0.825, 0.632, 0.700], [-0.307, -0.962, 0.319], [-0.102, 0.211, -0.413], [-1.096, -0.533, 1.087], [-1.042, 1.943, -0.308], [0.344, 0.646, -0.751], [0.005, -1.950, -1.240], [-0.564, -0.163, -0.067], [-0.714, -0.065, -0.040], [1.774, -0.138, -1.230], [-1.325, -1.095, -2.447]],
  "mulliken_charge": [-0.4544, -0.0039, -0.6047, -0.4190, 0.2228, -0.7216, -0.4384, -0.6912, 0.3408, 0.2974, 0.3323, 0.3174, 0.3155, 0.1516, 0.2851, 0.3453, 0.2302, 0.2047, 0.2900]
}


Entry 4:
{
  "formula": "C7H11N",
  "method": "the ωB97M-V functional and the def2-TZVPD basis",
  "lumo_energy_ev": 0.96,
  "relative_energy_kcal_mol": 236.70,
  "largest_force_ev_per_a": 6.0,
  "gap_ha": 0.33717,
  "charge": 0,
  "e_tot_ha": -327.71077,
  "species": ["N", "C", "C", "C", "C", "C", "C", "C", "H", "H", "H", "H", "H", "H", "H", "H", "H", "H", "H"],
  "xyz": [[-1.676672, 1.257737, 0.131097], [1.608091, -0.982406, 0.926215], [-0.423578, 1.026683, -0.719290], [1.167242, 1.277397, -0.539468], [-1.577774, -1.211553, -0.511936], [0.474443, -0.175135, 0.976148], [1.398346, -0.052070, -0.189065], [-0.970828, -0.087037, 0.176263], [0.478795, 0.472338, 1.780669], [1.110044, -0.859103, -0.792236], [1.237463, -2.008392, 0.407186], [-1.303689, 1.745712, 1.061323], [1.090736, 1.938040, 0.338290], [2.183605, -0.992145, 1.767994], [-0.833768, -2.350525, -0.381592], [-1.822419, -0.700377, -1.560852], [-0.836800, 1.262791, -1.613791], [-2.877108, -1.284325, 0.119281], [1.573870, 1.722370, -1.376236]],
  "atomic_forces_ev_per_a": [[3.469, 0.425, 4.331], [-0.430, -5.811, -1.322], [-0.835, 0.369, 1.219], [-4.032, 3.080, 1.567], [-3.485, -2.028, 0.505], [-5.396, -0.712, -0.937], [1.933, -2.093, 2.088], [3.506, 2.226, -1.065], [0.278, 2.004, 1.074], [-0.861, 0.556, -2.598], [2.035, 1.500, 2.060], [-1.418, -1.020, -2.160], [1.240, 0.250, -0.440], [1.975, -0.258, 1.936], [-2.722, 3.726, -0.836], [0.385, -2.457, 1.807], [-0.605, -0.177, -3.388], [3.977, -0.547, -2.016], [0.984, 0.967, -1.824]],
  "mulliken_charge": [-0.5860, -0.6049, -0.5719, -0.7893, -0.8597, -0.6169, -0.1064, 0.6428, 0.4304, 0.3090, 0.0296, 0.3354, 0.2598, 0.4403, 0.1977, 0.2635, 0.6202, 0.2345, 0.3718]
}


Entry 5:
{
  "formula": "C7H11N",
  "method": "the ωB97M-V functional and the def2-TZVPD basis",
  "lumo_energy_ev": 1.06,
  "relative_energy_kcal_mol": 149.77,
  "largest_force_ev_per_a": 6.9,
  "gap_ha": 0.32128,
  "charge": 0,
  "e_tot_ha": -327.84931,
  "species": ["N", "C", "C", "C", "C", "C", "C", "C", "H", "H", "H", "H", "H", "H", "H", "H", "H", "H", "H"],
  "xyz": [[-0.289973, 0.160907, 0.929824], [-0.711927, -0.054636, -0.477768], [1.754295, 1.252834, 1.586602], [1.586140, -0.307366, -0.559369], [1.184070, -0.079593, 0.982783], [-1.940721, -1.073891, -0.406528], [0.428709, -0.420310, -1.235981], [-2.022501, 0.211811, -1.183493], [-0.729419, 1.071549, 1.239019], [-1.581321, -0.113908, -2.346928], [0.167673, -0.150984, -2.424252], [2.834094, 1.239445, 1.821269], [-3.011888, 1.109354, -1.277710], [2.566896, -0.205311, -0.945208], [1.523872, 2.096240, 1.101055], [1.136043, 1.109975, 2.584349], [-2.174633, -1.331541, 0.645444], [-1.623233, -2.211918, -0.822311], [1.253337, -0.912333, 1.679029]],
  "atomic_forces_ev_per_a": [[-1.350, 1.463, -1.229], [-2.924, -1.975, 3.304], [0.204, -5.331, 4.338], [-2.514, -0.297, 1.838], [-0.279, 2.563, -1.800], [2.042, -3.553, -0.848], [1.495, 2.700, -4.056], [-1.047, 0.251, -3.539], [1.679, -1.136, -0.120], [-2.327, 1.373, 3.043], [1.671, -1.574, 2.909], [-0.478, -0.149, -0.018], [3.494, -2.759, 0.789], [0.764, -0.323, -0.186], [-1.194, 2.931, -2.041], [1.573, 1.365, -1.416], [-0.391, 1.309, -0.789], [-1.366, 3.298, 0.100], [0.949, -0.156, -0.280]],
  "mulliken_charge": [-0.4864, 0.9947, -1.2510, -0.6409, 0.1372, -0.6724, -0.5244, -0.6235, 0.2891, 0.1630, 0.0856, 0.3243, 0.2553, 0.4496, 0.4174, 0.3047, 0.3475, 0.1494, 0.2810]
}


Entry 6:
{
  "formula": "C7H11N",
  "method": "the ωB97M-V functional and the def2-TZVPD basis",
  "lumo_energy_ev": 0.05,
  "relative_energy_kcal_mol": 114.84,
  "largest_force_ev_per_a": 0.7,
  "gap_ha": 0.30643,
  "charge": 0,
  "e_tot_ha": -327.90497,
  "species": ["N", "C", "C", "C", "C", "C", "C", "C", "H", "H", "H", "H", "H", "H", "H", "H", "H", "H", "H"],
  "xyz": [[2.549442, -0.358248, -2.012263], [1.940736, -1.357575, -2.052992], [1.810525, -0.009215, 1.008519], [-2.443423, 0.180355, 0.091931], [-0.044815, 1.208437, -0.301579], [-1.013800, 0.382712, 0.538556], [-0.033444, -1.139890, -0.304143], [0.715266, -0.016072, 0.006278], [1.664846, 0.764569, 1.764746], [-3.014289, 1.064729, 0.393350], [-0.644395, -1.174047, -1.190586], [0.170695, -2.082617, 0.184438], [-2.895825, -0.691557, 0.563894], [0.349616, 2.126987, 0.117926], [-0.357448, 1.315518, -1.335826], [-0.884908, 0.459784, 1.612270], [1.951380, -0.982538, 1.475039], [2.708504, 0.226195, 0.429500], [-2.528665, 0.082473, -0.989058]],
  "atomic_forces_ev_per_a": [[-0.216, -0.231, 0.065], [0.218, 0.238, -0.048], [-0.033, -0.011, -0.018], [0.031, -0.024, -0.033], [-0.031, 0.008, -0.034], [0.500, -0.388, -0.306], [-0.292, 0.378, 0.298], [-0.250, 0.041, 0.167], [-0.021, -0.014, -0.043], [0.053, -0.050, -0.006], [-0.028, 0.081, -0.016], [0.033, 0.015, 0.003], [0.028, 0.041, -0.015], [0.010, -0.047, 0.006], [-0.019, -0.041, 0.021], [0.042, -0.011, -0.027], [-0.027, 0.022, -0.032], [-0.034, -0.009, -0.015], [0.035, 0.004, 0.034]],
  "mulliken_charge": [-0.5625, -0.1418, -1.3607, -1.3950, -0.5922, 0.0340, -0.7919, 1.0866, 0.3737, 0.3881, 0.3465, 0.2863, 0.3729, 0.3117, 0.2196, 0.3612, 0.3061, 0.4277, 0.3296]
}


What did the fourth record say?
{
  "formula": "C7H11N",
  "method": "the ωB97M-V functional and the def2-TZVPD basis",
  "lumo_energy_ev": 0.96,
  "relative_energy_kcal_mol": 236.70,
  "largest_force_ev_per_a": 6.0,
  "gap_ha": 0.33717,
  "charge": 0,
  "e_tot_ha": -327.71077,
  "species": ["N", "C", "C", "C", "C", "C", "C", "C", "H", "H", "H", "H", "H", "H", "H", "H", "H", "H", "H"],
  "xyz": [[-1.676672, 1.257737, 0.131097], [1.608091, -0.982406, 0.926215], [-0.423578, 1.026683, -0.719290], [1.167242, 1.277397, -0.539468], [-1.577774, -1.211553, -0.511936], [0.474443, -0.175135, 0.976148], [1.398346, -0.052070, -0.189065], [-0.970828, -0.087037, 0.176263], [0.478795, 0.472338, 1.780669], [1.110044, -0.859103, -0.792236], [1.237463, -2.008392, 0.407186], [-1.303689, 1.745712, 1.061323], [1.090736, 1.938040, 0.338290], [2.183605, -0.992145, 1.767994], [-0.833768, -2.350525, -0.381592], [-1.822419, -0.700377, -1.560852], [-0.836800, 1.262791, -1.613791], [-2.877108, -1.284325, 0.119281], [1.573870, 1.722370, -1.376236]],
  "atomic_forces_ev_per_a": [[3.469, 0.425, 4.331], [-0.430, -5.811, -1.322], [-0.835, 0.369, 1.219], [-4.032, 3.080, 1.567], [-3.485, -2.028, 0.505], [-5.396, -0.712, -0.937], [1.933, -2.093, 2.088], [3.506, 2.226, -1.065], [0.278, 2.004, 1.074], [-0.861, 0.556, -2.598], [2.035, 1.500, 2.060], [-1.418, -1.020, -2.160], [1.240, 0.250, -0.440], [1.975, -0.258, 1.936], [-2.722, 3.726, -0.836], [0.385, -2.457, 1.807], [-0.605, -0.177, -3.388], [3.977, -0.547, -2.016], [0.984, 0.967, -1.824]],
  "mulliken_charge": [-0.5860, -0.6049, -0.5719, -0.7893, -0.8597, -0.6169, -0.1064, 0.6428, 0.4304, 0.3090, 0.0296, 0.3354, 0.2598, 0.4403, 0.1977, 0.2635, 0.6202, 0.2345, 0.3718]
}